# C5H24N2O5S

6 unconnected molecules or ions with the total composition C5H24N2O5S in a non-equilibrium geometry (the ωB97M-V functional and the def2-TZVPD basis, OMol25).

Summary:
orbital gap	8.89	eV
total energy	-1088.658151	a.u.
net charge	0
maximum force	6.3	eV/A
SMILES string	CNC[C@@H](CS)NC.O.O.O.O.O
relative energy (zero: lowest compared OMol25 entry of this formula, charge and spin)	422.2	kJ/mol

```
37
C5H24N2O5S, DFT the ωB97M-V functional and the def2-TZVPD basis
S -3.6040 0.8540 -1.5014
O 2.6613 -0.6248 -2.1688
O 3.6963 -1.4903 1.8282
O 2.4765 1.7414 1.5587
O 1.0943 0.1753 -4.1175
O 0.3638 -3.2093 -2.1213
N -2.0892 0.3481 2.3257
N -0.2679 -0.3486 -0.8251
C -1.3165 1.4888 3.0266
C -1.1513 -0.8850 0.1915
C -3.3106 0.5540 0.2586
C 0.7486 0.5029 -0.1552
C -1.9085 0.4174 0.8594
H 1.9854 -1.3529 -1.9836
H 0.7554 0.4069 0.8440
H 1.3472 -0.2027 -3.2912
H 3.1961 -0.9794 1.2606
H -0.8418 -0.0027 -1.5917
H 2.2625 1.6018 2.5297
H -0.9893 1.2371 4.0150
H -2.4408 0.5788 -2.1196
H -0.6232 -1.5527 0.9810
H -0.2388 -2.4585 -1.8851
H 1.7500 0.3592 -0.5656
H -0.4520 1.7083 2.4769
H 0.6381 1.6072 -0.3425
H -1.9738 2.2740 3.0286
H -1.8916 -1.4368 -0.4908
H 4.1318 -2.0782 1.3542
H -1.2190 1.2685 0.5544
H -1.8791 -0.5373 2.7292
H -3.9795 -0.1431 0.7229
H 2.8850 2.7241 1.3768
H -3.6746 1.5281 0.7353
H 0.1906 -3.7352 -2.8549
H 3.2515 -1.0977 -2.7717
H 0.4170 0.7590 -3.8715
```